(1)
64
Properties=species:S:1:pos:R:3:forces:R:3 method="wB97M-V/def2-TZVPD" total_energy_ev=-110400.586 charge=0 e_homo_ha="-0.2900 / -0.2884" fmax_ha_per_bohr=0.060 lumo_energy_ev="-1.64 / -1.85"
O -1.2710 2.6389 -2.6735 0.50 -0.79 -1.38
C -0.4087 1.5139 -3.0299 0.35 0.00 0.77
C -0.5811 1.6871 -4.5499 -0.31 -0.03 0.54
H -0.8068 0.5197 -2.7258 0.10 0.95 0.06
H 0.5435 1.6922 -2.5172 -0.01 -0.40 -0.54
C -1.6884 2.7005 -4.0899 -0.62 -0.05 -0.20
H -0.9489 0.7373 -5.0009 0.24 0.95 -0.02
H 0.2627 2.1264 -5.1266 -0.61 -0.28 0.49
C -3.1138 2.1220 -4.1139 -0.05 0.18 -0.35
H -3.1300 1.0321 -3.8978 0.11 0.69 0.02
H -3.5784 2.2732 -5.0993 0.08 -0.08 0.19
H -3.7257 2.6508 -3.3591 0.31 -0.28 -0.35
C -1.5560 4.1041 -4.6879 -0.42 0.26 0.28
H -0.5207 4.4611 -4.5970 -0.30 -0.07 0.11
H -2.2402 4.8317 -4.1937 0.50 -0.52 -0.14
H -1.8154 4.1278 -5.7588 0.07 -0.29 0.31
Tl 1.4683 -1.6378 -1.7719 0.26 -0.36 1.18
C 1.2415 2.0096 1.1938 -0.61 1.60 -1.48
C 2.3261 1.0904 1.2192 0.03 -0.06 -0.38
C 2.8815 1.0135 -0.0871 0.03 0.93 -1.46
H 2.7218 0.5807 2.0867 -0.10 0.01 -0.14
C 2.2481 2.0043 -0.8871 1.61 -2.17 0.72
C 1.2103 2.5948 -0.0991 -0.76 -0.27 2.62
H 0.5396 3.3737 -0.4414 -0.02 -0.14 0.09
H 0.5808 2.2599 2.0294 0.37 -0.12 -0.43
H 3.7178 0.3754 -0.3716 -0.19 0.30 0.11
H 2.5154 2.2589 -1.9079 -0.03 0.00 0.20
C -2.0298 -2.0214 1.0427 0.41 -1.60 -1.67
C -2.1108 -0.5830 1.1071 0.20 2.13 -2.22
C -1.7937 -0.0563 -0.1840 -0.57 0.07 1.98
H -2.4196 -0.0067 1.9815 0.19 -0.18 -0.37
C -1.5485 -1.1750 -1.0431 -0.06 -0.63 0.66
C -1.6662 -2.3814 -0.2719 -0.26 -0.02 0.70
H -1.4751 -3.3955 -0.6399 -0.15 0.56 0.29
H -2.2360 -2.7206 1.8609 0.22 0.41 -0.42
H -1.7791 1.0015 -0.4889 -0.04 -0.69 0.29
H -1.3319 -1.1147 -2.1195 -0.31 -0.22 0.61
O 1.0445 -2.0980 -4.8556 0.09 -0.52 -1.88
C 0.4621 -1.5246 -6.0811 -0.17 0.58 0.56
C 0.9412 -2.2968 -7.3285 -0.22 -0.09 0.62
H 0.7907 -0.4669 -6.1260 -0.23 -0.51 0.07
H -0.6510 -1.5392 -5.9985 0.79 -0.05 0.10
C 1.8953 -3.3838 -6.7858 -0.03 0.41 0.23
H 1.4377 -1.6165 -8.0361 -0.21 -0.34 0.22
H 0.0836 -2.7670 -7.8128 0.12 0.17 -0.11
C 1.8837 -3.2318 -5.2457 -0.08 -0.11 0.60
H 2.8902 -3.1768 -7.1734 0.10 -0.27 0.06
H 1.5848 -4.3859 -7.1052 0.15 0.28 0.16
H 2.8975 -3.0580 -4.8432 -0.35 0.04 -0.22
H 1.4980 -4.1335 -4.7320 0.04 0.38 -0.33
Br 0.4622 -0.9077 2.7690 0.08 0.33 0.25
C 1.5404 -2.1610 3.6900 0.00 -0.80 0.75
C 1.5493 -2.1415 5.1004 0.17 -0.03 -0.46
C 2.0355 -3.2524 5.8000 0.15 0.31 -0.52
C 2.4788 -4.3634 5.0689 -0.16 -0.02 -0.16
C 2.4792 -4.3576 3.6582 0.06 0.23 0.23
C 2.0628 -3.2236 2.9385 -0.58 0.19 -0.01
C 1.9710 -3.1151 1.3814 0.24 -0.61 -1.08
O 0.9175 -3.5811 0.8409 1.63 0.90 0.62
O 2.9732 -2.5763 0.7870 -1.76 -0.39 0.63
H 1.1847 -1.2544 5.6293 0.01 -0.44 -0.23
H 2.0599 -3.2301 6.8986 -0.01 -0.13 -0.60
H 2.7912 -5.2537 5.6298 -0.07 0.33 -0.44
H 2.7526 -5.2589 3.1003 0.08 0.38 0.26

***

(2)
64
Properties=species:S:1:pos:R:3:forces:R:3 method="wB97M-V/def2-TZVPD" total_energy_ev=-81815.645 de_lowest_ev=0.000 charge=0 e_homo_ha=-0.2857 fmax_ha_per_bohr=0.040 lumo_energy_ev=0.35
O 0.3628 0.2857 -7.4545 -0.02 0.92 -1.47
C 0.3032 1.6196 -8.1066 -0.08 -0.36 0.13
C 0.1287 1.0236 -9.5098 0.01 -0.35 0.62
H 1.2347 2.1764 -7.9799 -0.12 -0.05 0.22
H -0.5587 2.1945 -7.7638 0.16 0.00 0.22
C 0.2694 -0.3327 -8.7777 -0.06 -0.22 -1.03
H 0.9261 1.2321 -10.2244 -0.12 0.05 0.10
H -0.8457 1.1633 -9.9741 0.03 0.16 0.06
C 1.5512 -1.0248 -9.2061 0.08 -0.23 0.14
H 2.3945 -0.3189 -9.1820 -0.19 -0.30 0.10
H 1.4368 -1.3902 -10.2392 0.04 0.16 0.30
H 1.7620 -1.8927 -8.5720 0.09 0.16 -0.02
C -0.9462 -1.2328 -8.9451 0.14 -0.11 0.06
H -1.8748 -0.7031 -8.6884 0.28 -0.20 0.02
H -0.8443 -2.1440 -8.3411 -0.14 0.22 -0.02
H -0.9992 -1.5429 -10.0007 -0.05 0.11 0.30
Lu 0.1212 0.1730 0.0925 -0.52 -0.59 0.38
C -2.0268 -0.4770 1.1949 -0.78 0.66 -0.18
C -1.9593 0.9399 1.3590 -0.70 -0.32 -0.79
C -2.0528 1.5420 0.0651 -0.45 -0.52 0.24
H -1.9860 1.4727 2.3050 0.50 -0.19 -0.27
C -2.2683 0.4929 -0.8853 -0.32 -0.15 0.57
C -2.2493 -0.7517 -0.1883 -0.34 0.84 0.06
H -2.4811 -1.7238 -0.6146 0.30 0.20 0.05
H -1.9918 -1.2115 1.9965 0.07 0.31 -0.27
H -2.0549 2.6143 -0.1416 -0.02 -0.41 0.07
H -2.5642 0.6303 -1.9252 0.43 -0.05 0.21
C 1.2140 -1.7154 1.5318 0.40 -0.66 -0.63
C 0.3405 -2.3793 0.6278 0.93 0.11 -0.09
C 0.8082 -2.1399 -0.6971 0.56 0.04 0.31
H -0.4790 -3.0333 0.9198 0.15 0.34 -0.17
C 1.9835 -1.3223 -0.6080 0.05 -0.66 0.36
C 2.2205 -1.0416 0.7708 0.17 -0.76 -0.20
H 3.0737 -0.4768 1.1638 -0.54 -0.25 -0.15
H 1.1913 -1.8506 2.6105 -0.12 0.44 -0.43
H 0.4191 -2.5968 -1.6032 -0.02 0.23 0.19
H 2.6429 -1.0547 -1.4335 -0.33 0.08 0.24
O 0.4138 0.6341 -2.1749 0.23 0.94 -1.34
C 0.0701 -0.1947 -3.3601 0.40 0.06 0.83
C -0.1591 0.7737 -4.4927 -0.44 0.11 -0.04
H -0.8020 -0.8126 -3.1199 0.14 0.28 0.12
H 0.9141 -0.8671 -3.5420 0.01 0.15 0.06
C 0.6577 2.0138 -4.1460 0.24 -0.17 0.09
H -1.2199 1.0461 -4.5387 0.10 -0.12 -0.06
H 0.1492 0.3513 -5.4472 -0.23 0.02 0.13
C 0.6738 2.0332 -2.6317 -0.40 -0.63 0.74
H 0.1916 2.9200 -4.5374 0.21 -0.05 -0.03
H 1.6700 1.9141 -4.5418 -0.02 0.13 0.00
H -0.1381 2.6430 -2.2266 -0.02 -0.04 -0.01
H 1.6139 2.3782 -2.1847 -0.12 -0.25 -0.13
Cl 3.3469 4.3130 7.1609 0.24 0.34 0.43
C 2.5957 3.4329 5.9004 -0.62 -0.77 -1.16
C 1.7452 2.3569 6.2201 0.25 0.28 -0.37
C 1.1636 1.6232 5.1869 0.28 0.35 -0.01
C 1.4223 1.9676 3.8532 0.06 0.10 0.27
C 2.2583 3.0382 3.5396 0.00 0.02 0.12
C 2.8498 3.7814 4.5589 -0.13 -0.23 0.50
C 0.7838 1.1564 2.7811 -0.86 -1.20 -0.60
O 0.0990 0.1528 3.0953 1.05 1.75 -0.32
O 0.9730 1.5274 1.5339 0.05 0.09 1.26
H 1.5540 2.1009 7.2614 0.10 0.11 -0.25
H 0.5103 0.7740 5.3911 0.20 0.29 -0.07
H 2.4351 3.2656 2.4829 -0.05 -0.03 0.49
H 3.5079 4.6181 4.3295 -0.15 -0.21 0.12

***

(3)
64
Properties=species:S:1:pos:R:3:forces:R:3 method="wB97M-V/def2-TZVPD" total_energy_ev=-51436.256 de_lowest_ev=0.185 charge=-1 e_homo_ha="-0.0956 / -0.1475" fmax_ha_per_bohr=0.087 multiplicity=3 lumo_energy_ev="2.54 / 2.53"
O -1.6380 0.8150 -2.5412 0.75 0.56 0.52
C -0.2194 1.0735 -2.2635 0.45 -0.23 0.42
C -0.3194 2.5439 -2.6457 -0.65 -0.36 0.23
H 0.4241 0.5291 -2.9363 -0.05 0.04 0.56
H 0.0431 0.8430 -1.2134 -0.30 0.22 -0.48
C -1.8404 2.2470 -2.6330 0.13 0.39 -0.30
H 0.0648 2.7417 -3.6488 0.11 0.17 0.16
H 0.0494 3.2324 -1.8851 -0.08 0.20 -0.29
C -2.6082 2.5142 -3.8992 -0.08 0.04 -0.08
H -2.1305 1.9742 -4.7342 -0.29 0.31 0.24
H -2.6291 3.5919 -4.0862 -0.09 -0.09 -0.20
H -3.6340 2.1473 -3.7501 0.16 0.08 -0.27
C -2.4948 2.8776 -1.4203 -0.20 0.09 0.07
H -1.7760 2.9367 -0.5895 -0.43 -0.20 -0.09
H -3.3911 2.3100 -1.1285 0.27 0.23 -0.01
H -2.7926 3.9044 -1.6933 0.06 -0.26 0.18
Pt 0.6493 -0.0369 1.8245 -1.18 0.94 -0.01
C 1.0539 2.2762 2.4301 1.45 0.51 -0.14
C 2.1296 1.2986 2.4945 0.12 0.49 -1.05
C 2.4951 0.9919 1.0974 0.21 1.46 0.80
H 2.6581 0.9643 3.3859 -0.20 0.02 -0.30
C 1.8220 1.9702 0.2736 0.16 0.19 0.51
C 0.9509 2.7303 1.0842 0.51 0.33 -0.09
H 0.3797 3.6063 0.7782 -0.08 -0.46 -0.05
H 0.5744 2.7229 3.3052 0.10 -0.27 -0.41
H 3.3231 0.3374 0.8203 -0.42 0.25 0.00
H 2.0284 2.1515 -0.7842 -0.24 -0.25 0.37
C -1.1016 -0.3654 2.9751 -0.64 -0.80 -1.41
C -1.7647 0.8301 2.5017 -1.04 -1.03 0.01
C -2.2541 0.5815 1.2002 -0.39 0.12 0.45
H -1.9485 1.7071 3.1232 0.04 -0.22 -0.31
C -1.8229 -0.6847 0.7629 -0.10 -0.55 0.32
C -1.0770 -1.3270 1.8223 -1.23 1.30 1.18
H -0.8387 -2.3823 1.9395 0.00 0.29 -0.28
H -0.9380 -0.6339 4.0081 0.08 0.13 -0.10
H -2.9816 1.2074 0.6946 0.55 0.04 -0.14
H -2.0754 -1.1637 -0.1899 0.23 0.39 0.37
O 0.2967 -1.0050 -3.8132 -0.10 -1.13 -2.72
C -0.1517 -0.4219 -5.0953 -0.06 0.22 0.79
C 0.4211 -1.2420 -6.2646 -0.09 0.22 0.39
H 0.2252 0.6183 -5.1609 -0.14 -0.40 0.25
H -1.2558 -0.3600 -5.0873 0.54 -0.19 0.12
C 1.3405 -2.2853 -5.6071 0.02 0.23 -0.12
H 0.9794 -0.5687 -6.9234 -0.10 -0.24 0.00
H -0.3695 -1.7145 -6.8509 0.06 0.06 0.08
C 1.2074 -2.0847 -4.0917 -0.01 0.07 0.39
H 2.3722 -2.1142 -5.9172 -0.03 -0.19 -0.01
H 1.0424 -3.2894 -5.9064 0.14 -0.02 0.06
H 2.1750 -1.8229 -3.6411 -0.18 -0.13 -0.05
H 0.8405 -2.9997 -3.6062 0.02 0.29 0.00
Cl -0.3815 -2.3215 8.5601 -0.29 0.05 0.81
C 0.3322 -2.3452 7.0089 0.51 0.04 -1.80
C 0.5423 -3.5754 6.3612 -0.09 0.61 -0.07
C 1.0362 -3.5849 5.0551 -0.16 0.04 0.44
C 1.3363 -2.3966 4.3784 0.05 0.17 0.60
C 1.1952 -1.1848 5.0647 -0.11 0.02 0.13
C 0.6526 -1.1401 6.3572 0.11 -0.91 -0.06
C 1.9358 -2.5419 2.9995 0.61 0.82 -2.12
O 2.5355 -3.5880 2.7746 -0.03 -0.31 0.30
O 1.8639 -1.6050 2.0689 1.75 -3.50 2.16
H 0.2861 -4.5048 6.8669 0.09 0.22 -0.08
H 1.2208 -4.5380 4.5615 -0.06 0.32 0.00
H 1.4976 -0.2518 4.5806 -0.29 -0.42 0.12
H 0.4535 -0.1961 6.8489 0.14 -0.03 0.01

***

(4)
67
Properties=species:S:1:pos:R:3:forces:R:3 method="wB97M-V/def2-TZVPD" total_energy_ev=-44012.216 de_lowest_ev=0.000 charge=+2 e_homo_ha=-0.4948 fmax_ha_per_bohr=0.035 lumo_energy_ev=-6.70
Ir 0.4860 0.5200 0.4869 0.49 1.06 1.40
C 4.4514 -0.5272 1.5954 -0.04 -0.02 0.00
C 3.1639 -0.1291 0.9524 0.32 0.05 -0.06
N 2.0341 -0.1333 1.5713 -0.04 0.08 -0.34
C 1.8356 -0.4173 2.9867 -0.13 -0.27 -0.01
C 0.3596 -0.7885 3.1869 0.04 -0.14 0.09
N -0.5667 -0.0338 2.3039 -0.22 -0.35 -0.43
C -1.2004 1.1148 2.9702 -0.25 0.03 0.11
C -0.2856 2.3177 2.9251 -0.18 -0.13 -0.02
N 0.0206 2.5330 1.5021 0.51 0.40 -0.27
C -1.0618 3.2903 0.7878 -0.13 -0.22 0.01
C -1.6063 2.5086 -0.4231 -0.02 -0.11 0.08
N -0.4688 1.7392 -0.9092 -0.14 -0.06 -0.39
C 0.2651 2.1452 -1.8882 -0.02 0.10 0.03
C -0.1118 3.2277 -2.8494 -0.01 -0.04 0.02
C 1.6406 1.5793 -1.8973 0.24 -0.13 0.00
C 2.6310 1.6754 -2.8633 -0.06 0.03 0.06
C 3.8738 1.1167 -2.5905 0.04 -0.01 -0.02
C 4.1299 0.4984 -1.3725 0.04 0.00 0.00
C 3.1131 0.4283 -0.4336 0.07 0.00 0.14
N 1.9193 0.9675 -0.7357 -0.16 -0.25 -0.62
H 4.5978 0.0233 2.5265 0.00 -0.01 0.00
H 5.3059 -0.3347 0.9546 0.00 0.01 -0.01
H 4.4418 -1.5924 1.8356 -0.01 0.00 0.00
H 2.1170 0.4708 3.5571 -0.02 0.04 -0.04
H 2.4725 -1.2336 3.3313 0.01 0.00 -0.02
H 0.0851 -0.6387 4.2320 0.00 0.01 0.00
H 0.2286 -1.8474 2.9797 -0.03 0.01 0.00
H -1.3049 -0.6352 1.9147 -0.16 0.01 0.24
H -1.4856 0.8733 3.9962 0.02 -0.05 -0.01
H -2.1171 1.3293 2.4175 -0.01 -0.02 0.02
H 0.6451 2.1651 3.4714 0.00 -0.10 -0.03
H -0.7810 3.1834 3.3695 0.03 0.04 -0.02
H 0.8793 3.0657 1.4208 -0.10 0.16 0.13
H -0.6729 4.2626 0.4876 0.05 -0.03 -0.07
H -1.8868 3.4718 1.4757 0.05 0.08 0.04
H -2.0107 3.1978 -1.1623 -0.03 -0.02 -0.01
H -2.3691 1.7927 -0.1177 0.00 0.01 0.01
H -1.1306 3.0978 -3.2109 0.00 0.00 0.01
H 0.5553 3.2420 -3.7065 -0.01 0.00 -0.01
H -0.0466 4.2058 -2.3665 0.01 0.00 -0.01
H 2.4472 2.1588 -3.8117 -0.01 -0.01 0.00
H 4.6551 1.1624 -3.3369 -0.01 0.01 0.00
H 5.1014 0.0676 -1.1787 0.00 0.01 0.03
F 0.2233 -4.8788 -2.4853 -0.01 0.02 0.01
C 0.2972 -3.7102 -1.8361 0.00 -0.08 -0.02
C 0.1326 -2.5372 -2.5424 -0.02 0.14 -0.03
C 0.2087 -1.3291 -1.8580 -0.08 -0.21 -0.04
C 0.4416 -1.2758 -0.4814 -0.01 0.15 0.08
C 0.6219 -2.4893 0.1832 -0.05 -0.11 -0.14
C 0.5394 -3.7094 -0.4791 0.02 0.02 0.11
H -0.0566 -2.5771 -3.6074 0.01 0.00 0.01
H 0.0531 -0.4262 -2.4356 0.00 0.01 0.02
H 0.8223 -2.5124 1.2449 0.07 -0.03 -0.01
H 0.6674 -4.6496 0.0411 0.01 0.01 0.00
O -2.6115 -0.4114 0.6299 -0.11 0.05 0.04
N -3.3170 -1.2415 -0.0957 -0.02 -0.13 -0.07
C -3.3259 -1.1131 -1.4366 0.02 0.01 -0.04
C -4.0495 -1.9750 -2.2307 -0.01 -0.02 0.00
C -4.7829 -2.9966 -1.6488 0.02 0.02 0.04
C -4.7660 -3.1115 -0.2674 -0.02 -0.03 -0.04
C -4.0302 -2.2253 0.4877 0.00 0.01 0.07
H -2.7274 -0.2994 -1.8143 0.02 0.00 0.02
H -4.0303 -1.8366 -3.3022 0.00 0.00 0.00
H -5.3565 -3.6834 -2.2544 0.00 0.00 0.00
H -5.3251 -3.8854 0.2387 0.01 0.01 0.00
H -3.9779 -2.2470 1.5651 0.02 0.02 0.00